A structure of composition C12H24ClNiO7 at a distorted geometry, computed with ωB97M-V/def2-TZVPD.

The spin multiplicity is 3. As for the expectation value of S²: 2.01. The relative energy (zero: lowest compared OMol25 entry of this formula, charge and spin) is 78.5 kcal per mole. The LUMO energy (alpha / beta) is -7.3 / -8.5 eV. The calculation puts the HOMO energy (alpha / beta) at -0.4134 / -0.4132 Ha. Its total charge is +1.

Geometry (Å):
Ni  4.138  28.688  -0.571
Cl  6.999  30.648  -1.063
C  10.375  25.114  -1.252
C  9.054  25.785  -1.493
O  8.287  25.051  -2.389
C  6.934  25.196  -2.432
O  6.341  25.798  -1.538
O  6.520  24.562  -3.526
C  5.142  24.336  -3.756
H  11.117  25.231  -2.042
H  10.268  24.031  -1.188
H  10.868  25.354  -0.310
H  9.273  26.755  -1.939
H  8.561  25.980  -0.540
H  5.053  23.775  -4.686
H  4.486  25.205  -3.807
H  4.640  23.868  -2.909
C  10.797  31.021  -6.601
C  10.416  32.247  -5.741
O  11.190  33.401  -6.105
C  11.086  34.105  -7.280
O  10.327  33.882  -8.181
O  12.066  34.978  -7.308
C  12.430  35.781  -8.486
H  10.479  31.209  -7.626
H  10.273  30.139  -6.234
H  11.869  30.826  -6.630
H  10.689  31.965  -4.724
H  9.353  32.479  -5.677
H  12.696  35.191  -9.363
H  13.365  36.296  -8.266
H  11.653  36.490  -8.773
C  7.993  35.541  1.978
C  9.231  34.631  2.081
C  9.827  35.044  0.678
O  9.786  36.490  0.760
C  8.507  36.834  1.356
H  7.559  35.699  2.965
H  7.211  35.236  1.283
H  8.954  33.580  2.162
H  9.906  34.888  2.897
H  9.233  34.670  -0.155
H  10.834  34.640  0.568
H  7.806  37.271  0.645
H  8.724  37.625  2.074